[1]
# C42H102N12O8P2

A cluster of 8 separate species, C42H102N12O8P2 in total at a distorted geometry (ωB97M-V/def2-TZVPD, the OMol25 dataset).

Properties
* LUMO: 0.32 eV
* SMILES: CN(C)P(=O)(N(C)C)N(C)C.CN(C)P(=O)(N(C)C)N(C)C.CC1(C)CCCC(C)(C)N1O.CC1(C)CCCC(C)(C)N1O.CN(C)C=O.CN(C)C=O.CN(C)C=O.CN(C)C=O
* gap between HOMO and LUMO: 0.30785 Ha
* molecular weight: 965.30 u
* F_max: 2.2 eV/Å

```
166
Properties=species:S:1:pos:R:3:forces:R:3
C -9.082768 -0.539015 -0.408742 -0.699 0.400 0.586
N -8.330839 0.631597 -0.858216 0.665 -0.516 0.953
C -8.774043 1.163061 -2.139048 1.315 1.460 0.510
P -6.671879 0.539450 -0.561610 -0.212 0.963 -0.963
O -5.974947 -0.448281 -1.428382 0.149 0.475 0.785
N -6.113599 2.115161 -0.856280 0.147 -0.834 0.055
C -5.210845 2.374543 -1.966919 -0.517 -0.920 -0.372
C -6.655101 3.278818 -0.151175 0.000 -0.592 -0.685
N -6.560092 0.284420 1.067792 0.145 -1.248 0.411
C -7.360498 0.930518 2.078726 -0.505 0.441 0.519
C -5.277712 -0.265501 1.565960 -0.580 0.937 -0.380
H -9.091581 -1.361908 -1.124241 -0.019 -0.016 -0.041
H -10.098822 -0.210234 -0.159799 -0.172 -0.134 -0.549
H -8.754425 -0.897601 0.566898 0.566 -0.083 -0.261
H -8.460791 2.217394 -2.200688 -0.365 0.073 0.363
H -9.858698 1.152777 -2.115617 -0.015 -0.338 -0.747
H -8.195771 0.795776 -2.994180 -0.871 -0.946 -0.160
H -4.769275 1.430080 -2.292668 0.154 0.033 0.293
H -5.786232 2.680476 -2.850706 0.293 0.664 0.047
H -4.414256 3.059603 -1.678903 -0.100 0.217 -0.185
H -6.257382 3.341161 0.860554 -0.199 0.159 0.080
H -6.373685 4.165631 -0.719386 0.038 0.090 0.143
H -7.746102 3.221695 -0.169833 -0.026 0.143 0.404
H -8.390438 1.050783 1.742622 0.142 0.371 -0.200
H -7.461471 0.371018 3.015543 0.350 -0.573 -0.315
H -6.941516 1.882665 2.425366 -0.109 0.165 -0.290
H -4.597126 0.588563 1.639427 0.459 -0.369 0.051
H -4.920153 -1.027515 0.879875 0.167 0.054 0.006
H -5.414251 -0.675403 2.564256 -0.111 -0.122 -0.021
C 7.405207 -1.943543 1.182675 0.302 0.077 0.300
N 6.450733 -1.220031 0.368845 0.596 0.648 -0.799
C 5.145012 -1.796499 0.118589 -0.475 -0.549 -0.028
P 6.597995 0.440403 0.172978 -0.649 -0.162 -1.528
O 6.253367 1.230953 1.361605 0.167 0.433 0.036
N 8.111550 0.717543 -0.489003 0.000 -0.945 1.159
C 8.908125 -0.263476 -1.191602 0.267 0.071 -0.473
C 8.611812 2.081929 -0.549198 -1.355 0.266 -0.099
N 5.544350 0.810547 -1.123417 0.655 0.487 1.404
C 4.333630 1.591238 -0.922749 -0.479 -1.136 -0.111
C 5.743620 0.353608 -2.464237 -0.275 0.126 -0.716
H 8.298442 -1.339820 1.354889 -0.096 0.144 -0.118
H 7.753066 -2.855224 0.692264 -0.192 -0.115 -0.041
H 7.031451 -2.184887 2.181087 -0.213 -0.091 -0.049
H 5.136810 -2.880709 0.256605 0.415 0.032 0.249
H 4.833547 -1.680047 -0.920635 -0.002 0.315 0.053
H 4.366114 -1.402637 0.778770 -0.022 0.098 -0.033
H 9.295253 0.198610 -2.107839 0.083 -0.030 0.038
H 9.767050 -0.608976 -0.606418 -0.006 0.016 0.019
H 8.346562 -1.135635 -1.525562 -0.178 0.032 0.313
H 8.157269 2.688837 0.236346 0.074 -0.210 0.162
H 9.691181 2.158542 -0.447124 0.048 -0.180 -0.238
H 8.206150 2.497588 -1.482526 0.744 0.336 -0.128
H 4.317318 2.603040 -1.335795 0.442 0.030 -0.021
H 3.561871 1.021498 -1.457453 -0.411 0.286 0.152
H 4.069758 1.621922 0.132077 0.086 0.124 0.001
H 5.523101 1.158954 -3.178423 0.247 0.122 0.106
H 5.039007 -0.436747 -2.771667 0.106 -0.188 0.272
H 6.759238 0.014798 -2.654029 0.003 -0.028 0.112
C -0.339577 2.631565 3.915913 -1.354 -0.262 -0.705
C 0.117259 1.335395 4.570217 1.179 0.054 0.065
C 1.523406 0.922321 4.083625 -0.323 0.018 -0.027
C 0.222597 1.626918 6.080736 -0.554 -0.803 0.189
C 0.232256 0.385449 6.994326 -0.574 0.741 -0.286
C -0.898084 -0.544424 6.597356 -0.957 -0.271 -0.248
C -1.007754 -0.911530 5.088459 1.521 0.666 0.677
C 0.161382 -1.854573 4.784586 0.467 -0.681 0.105
C -2.352029 -1.538175 4.838571 -0.370 -0.465 -0.564
N -0.928647 0.335312 4.308198 -0.741 0.511 1.384
O -1.179712 0.123726 2.950765 0.338 -0.476 -0.341
H 0.236233 3.533531 4.106696 0.345 -0.219 0.117
H -1.367736 2.792253 4.260908 0.212 0.264 0.278
H -0.500370 2.490589 2.842430 0.578 0.086 0.006
H 2.180579 1.791868 4.122097 0.056 -0.028 -0.133
H 1.497026 0.519360 3.069578 0.081 0.094 -0.018
H 1.936750 0.162710 4.744588 0.114 -0.032 -0.043
H 1.104947 2.231432 6.289585 -0.043 0.178 -0.221
H -0.673289 2.190487 6.354032 0.078 0.159 0.063
H 0.012090 0.773072 7.991855 0.180 -0.239 0.149
H 1.193671 -0.124388 7.057540 0.050 -0.001 -0.241
H -1.891614 -0.142453 6.830061 0.254 0.486 0.254
H -0.847845 -1.455655 7.201730 0.079 -0.197 -0.295
H 0.590894 -1.736779 3.786280 -0.310 -0.260 -0.147
H 1.010658 -1.708630 5.455274 -0.084 0.335 0.058
H -0.113083 -2.896291 4.979794 -0.157 0.000 -0.396
H -2.367107 -2.079688 3.889313 0.035 -0.039 0.036
H -2.598752 -2.247983 5.630224 -0.021 0.040 0.005
H -3.122043 -0.770808 4.758448 -0.008 0.038 0.256
H -0.548699 -0.549246 2.613088 -0.014 0.398 -0.059
C 1.095734 -5.120026 -3.590965 -0.085 -0.846 1.528
C 1.080825 -3.605804 -3.808108 -0.544 -0.297 0.780
C 1.111604 -2.926316 -2.417689 -0.921 0.585 -0.424
C 2.324996 -3.200923 -4.590282 0.657 0.095 -0.400
C 2.253537 -1.845481 -5.251296 -0.315 0.753 -0.516
C 1.026206 -1.818142 -6.141134 0.170 -0.018 -0.262
C -0.292171 -2.091206 -5.388808 -0.553 -0.300 -0.798
C -0.814199 -0.884206 -4.619954 0.278 0.333 0.456
C -1.293012 -2.455116 -6.509822 0.009 -0.664 1.039
N -0.145759 -3.294754 -4.559662 1.390 -0.311 -1.233
O -1.313771 -3.647866 -3.869505 -0.095 0.326 0.305
H 0.254464 -5.453404 -2.969258 -0.306 0.353 -0.291
H 1.109553 -5.810747 -4.433692 0.163 0.546 -0.438
H 1.898774 -5.416259 -2.904164 0.409 0.218 -0.410
H 0.199120 -3.079859 -1.833363 0.106 -0.800 -0.050
H 1.996740 -3.228396 -1.863383 0.020 0.265 0.155
H 1.000181 -1.846192 -2.554129 0.909 0.095 0.013
H 3.224700 -3.236224 -3.969251 -0.253 -0.210 0.342
H 2.513947 -3.923857 -5.390146 -0.191 -0.093 0.009
H 2.211408 -0.980007 -4.579807 -0.083 -0.309 0.405
H 3.134247 -1.636660 -5.865934 0.095 -0.310 0.053
H 1.122652 -2.546072 -6.954525 0.087 -0.461 0.386
H 0.992612 -0.902514 -6.741725 -0.397 0.325 0.549
H -1.830951 -1.025981 -4.250529 -0.046 -0.155 -0.215
H -0.781342 0.008400 -5.247513 -0.106 0.011 0.001
H -0.213712 -0.689192 -3.727355 0.133 0.087 -0.132
H -0.977537 -3.413104 -6.926447 0.212 0.207 -0.350
H -1.323087 -1.670836 -7.261411 -0.350 -0.019 -0.042
H -2.246990 -2.695485 -6.035471 -0.258 0.550 -0.324
H -1.480496 -4.555169 -4.150417 -0.115 0.099 -0.051
C -2.785019 2.626851 1.327359 0.052 0.221 -0.055
N -3.564991 3.297299 2.344451 0.095 -0.678 -0.180
C -4.036923 4.622462 2.073470 -0.841 0.451 0.324
C -3.836624 2.638007 3.510214 0.028 0.297 -0.503
O -4.486400 3.090717 4.423348 -0.256 0.194 0.314
H -2.572117 1.628055 1.705940 0.330 0.019 -0.265
H -1.859884 3.174318 1.116089 0.096 -0.141 0.188
H -3.312994 2.565047 0.368965 -0.257 -0.104 0.158
H -3.321109 5.405514 2.336306 0.123 -0.085 -0.112
H -4.350587 4.726036 1.033400 0.370 -0.086 -0.114
H -4.947549 4.806545 2.648578 0.169 -0.036 0.217
H -3.394991 1.630477 3.534509 0.065 -0.040 0.000
C -0.682207 1.183641 -1.338164 0.415 1.052 -0.795
N -0.470881 0.038904 -0.496130 -0.520 0.020 -0.760
C -1.667359 -0.765380 -0.235885 0.273 0.301 0.210
C 0.666839 -0.125791 0.203135 -1.277 -0.144 -0.356
O 0.741351 -0.951062 1.100903 0.822 -0.181 0.284
H -1.292881 0.966766 -2.216198 -0.266 -0.324 0.294
H 0.232056 1.583542 -1.788110 0.273 -0.204 0.440
H -1.121751 2.023997 -0.794122 -0.172 -0.109 0.000
H -1.346646 -1.779083 -0.012284 -0.229 -0.009 0.298
H -2.246154 -0.301049 0.565757 0.094 -0.375 0.323
H -2.342253 -0.777204 -1.090893 0.349 0.022 -0.286
H 1.456087 0.553274 -0.151526 0.244 -0.125 0.313
C 1.015366 -4.088472 1.322065 -0.271 1.041 0.421
N 0.916403 -5.532014 1.347125 -0.284 1.732 -0.108
C 1.530306 -6.124018 2.509496 0.933 -0.263 -0.210
C 0.623192 -6.214788 0.222062 0.507 -1.910 0.878
O 0.761952 -7.432236 0.173545 -0.307 0.473 -0.569
H 0.395053 -3.585950 2.072829 -0.078 -0.400 0.185
H 0.710881 -3.590416 0.402378 0.089 -0.567 -0.291
H 2.032516 -3.760506 1.556603 0.103 -0.106 -0.198
H 1.748770 -7.165500 2.287111 -0.243 -0.074 0.242
H 2.487145 -5.614899 2.677316 0.073 -0.090 -0.106
H 1.001210 -5.988375 3.453530 -0.545 -0.143 -0.281
H 0.246149 -5.639310 -0.628154 0.020 0.373 0.070
C 3.851144 6.823002 -1.961555 0.138 0.182 0.119
N 3.213333 5.534464 -2.108838 -0.234 -0.287 -0.377
C 3.607135 4.775528 -3.310058 0.506 0.189 1.139
C 2.321725 5.085145 -1.205457 -0.345 -0.251 -0.094
O 1.645544 4.077261 -1.307060 0.186 -0.169 -0.102
H 3.934889 7.107107 -0.912674 0.038 -0.145 0.021
H 3.312870 7.632084 -2.463707 -0.057 -0.131 -0.162
H 4.850182 6.761462 -2.392991 0.058 0.096 0.135
H 3.038509 3.868302 -3.486142 -0.569 0.349 0.087
H 3.613933 5.473605 -4.142294 -0.043 -0.287 -0.290
H 4.617589 4.421583 -3.084525 0.206 0.131 -0.482
H 2.231146 5.729564 -0.319905 0.095 0.207 0.009
```
Forces are in eV/Å.


[2]
# C2HN3O2

A cluster of 2 separate species, C2HN3O2 in total at a distorted geometry (ωB97M-V/def2-TZVPD, the OMol25 dataset).

Properties
* LUMO (spin up / spin down): -2.73 / -2.47 eV
* 2S+1: 3
* gap between HOMO and LUMO (spin up / spin down): 0.25043 / 0.28639 Ha
* expectation value of S²: 2.03
* relative energy (zero: lowest compared OMol25 entry of this formula, charge and spin): 546.0 kJ/mol
* molecular weight: 99.05 u
* F_max: 4.3 eV/Å

```
8
Properties=species:S:1:pos:R:3:forces:R:3
C 0.024335 0.673906 0.375091 0.457 -0.099 -1.846
C -1.274346 0.410460 -0.386009 2.201 0.371 0.543
N -1.136194 -0.640994 -1.207635 -4.136 0.585 -0.946
N -0.009699 -1.143587 -0.848923 1.993 -0.546 0.094
N 0.630076 -0.522091 0.052713 0.179 -0.044 1.135
O -1.302313 0.486734 0.910816 -2.202 -0.329 0.443
O 2.501596 -0.827011 0.480188 1.574 -0.148 0.279
H 0.566545 1.562582 0.623760 -0.066 0.210 0.298
```
Forces are in eV/Å.


[3]
# C5H6O

The molecule C5H6O at a distorted geometry (ωB97M-V/def2-TZVPD, the OMol25 dataset).

Properties
* LUMO: 0.98 eV
* SMILES: C#C[C@@H]1O[C@@H]1C
* gap between HOMO and LUMO: 0.38207 Ha
* relative energy (zero: lowest compared OMol25 entry of this formula, charge and spin): 365.3 kJ/mol
* molecular weight: 82.10 u
* F_max: 1.1 eV/Å

```
12
Properties=species:S:1:pos:R:3:forces:R:3
C -1.402997 2.412840 0.049070 0.004 -0.486 -0.259
C -0.825077 1.502847 -0.493228 -0.577 0.147 0.220
C 0.248075 0.657627 -0.964910 0.014 -0.105 0.615
O 0.270771 -0.672182 -1.417477 -0.180 -0.362 -0.543
C 0.741510 -0.517339 -0.095650 0.234 0.185 -0.098
C 0.143316 -1.615734 0.818183 -0.087 0.366 -0.030
H -1.938886 3.191409 0.545178 0.026 -0.126 -0.143
H 0.909182 1.238851 -1.636412 0.242 -0.130 1.077
H 1.795448 -0.354605 0.116269 0.368 -0.613 -0.658
H -0.679357 -2.125400 0.303796 0.067 0.384 0.090
H -0.189218 -1.336005 1.820455 0.064 0.307 -0.170
H 0.927233 -2.382310 0.954726 -0.175 0.434 -0.102
```
Forces are in eV/Å.


[4]
# C2H9NS

A cluster of 3 separate species, C2H9NS in total at a distorted geometry (ωB97M-V/def2-TZVPD, the OMol25 dataset).

Properties
* LUMO: 0.95 eV
* SMILES: [H][H].C1CS1.N
* gap between HOMO and LUMO: 0.36389 Ha
* relative energy (zero: lowest compared OMol25 entry of this formula, charge and spin): 156.0 kJ/mol
* molecular weight: 79.17 u
* F_max: 1.8 eV/Å

```
13
Properties=species:S:1:pos:R:3:forces:R:3
H 4.399792 1.672011 -0.168645 0.206 -0.051 -0.003
H 5.121993 1.480165 -0.174064 -0.209 0.050 0.003
C 0.982671 -0.624300 0.525410 -0.440 -0.170 1.091
C -0.019306 -1.328412 -0.316513 1.066 0.389 -1.437
S -0.763379 -0.422191 1.020112 -0.218 0.030 0.091
H 1.504179 0.292657 0.296032 -0.093 -0.037 -0.561
H 1.483224 -1.229031 1.266236 0.301 -0.103 -0.117
H -0.139333 -0.937357 -1.336323 -0.243 0.008 0.522
H 0.049357 -2.406702 -0.324041 -0.349 -0.124 0.396
N -0.693916 1.924071 -1.812588 -0.592 0.211 -0.456
H -0.362617 1.448262 -0.988810 0.159 0.157 0.234
H -0.026170 2.583643 -2.173671 0.567 -0.092 0.059
H -1.480706 2.505358 -1.549473 -0.156 -0.270 0.179
```
Forces are in eV/Å.